No. 1
DFT (the ωB97M-V functional and the def2-TZVPD basis) results for 2 unconnected molecules or ions with the total composition C5H14.

Calculated values
SMILES string: CCC.CC
Largest force on an atom, eV/A: 3.173
Multiplicity: 1
E_LUMO, Eh: 0.04241
HOMO-LUMO gap, eV: 12.3882
Total energy, eV: -5411.1414
HOMO level, eV: -11.234
Relative energy (zero: lowest compared OMol25 entry of this formula, charge and spin), kJ/mol: 87.6

Last columns: bonded neighbours and bond lengths (Å).
Positions of all 19 atoms, in Å:
1 H 2.22489 -0.28229 -0.48749  C17 1.104
2 H 2.80611 2.26509 0.15504  C8 1.106
3 H 1.93791 2.06729 1.58370  C8 1.138
4 C -1.67229 -1.93426 -0.36548  H5 1.053, H6 1.119, C11 1.565, H18 1.105
5 H -1.90302 -2.93265 -0.12333  C4 1.053
6 H -1.23352 -1.97103 -1.39472  C4 1.119
7 H -2.49447 -0.31974 0.78904  C11 1.097
8 C 2.58468 1.45557 0.87550  H2 1.106, H3 1.138, H16 1.046, C17 1.563
9 H 0.90784 1.49568 -1.39834  C13 1.104
10 H 0.07183 1.67866 0.22979  C13 1.137
11 C -2.73904 -0.80687 -0.16301  C4 1.565, H7 1.097, H12 1.045, H14 1.171
12 H -3.73030 -1.13633 -0.18330  C11 1.045
13 C 0.53375 0.95259 -0.51289  H9 1.104, H10 1.137, H15 1.084, C17 1.518
14 H -2.78980 -0.00185 -1.01172  C11 1.171
15 H -0.17050 0.16948 -0.77134  C13 1.084
16 H 3.48706 1.00093 1.14673  C8 1.046
17 C 1.68874 0.33544 0.25455  H1 1.104, C8 1.563, C13 1.518, H19 1.149
18 H -0.84338 -1.64533 0.30633  C4 1.105
19 H 1.33350 -0.39038 1.07093  C17 1.149

These are the natural (NBO) partial charges, in e, on atoms 1 to 8: 0.19 0.20 0.21 -0.62 0.21 0.21 0.21 -0.62

No. 2
DFT (the ωB97M-V functional and the def2-TZVPD basis) results for 2 unconnected molecules or ions with the total composition C5H14.

Calculated values
SMILES string: CCC.CC
Largest force on an atom, eV/A: 6.814
Multiplicity: 1
E_LUMO, Eh: 0.04162
HOMO-LUMO gap, eV: 12.0081
Total energy, eV: -5410.0371
HOMO level, eV: -10.876
Relative energy (zero: lowest compared OMol25 entry of this formula, charge and spin), kJ/mol: 194.2

Last columns: bonded neighbours and bond lengths (Å).
Positions of all 19 atoms, in Å:
1 H -1.22012 2.42636 -0.33509  C11 1.125
2 H 0.51413 -0.48749 -3.12575  C10 1.208
3 H -0.20410 1.34084 -2.54598  C13 1.111
4 C 1.13743 -0.49030 2.30073  H5 1.108, H9 1.109, H15 1.121, C18 1.459
5 H 1.41502 0.44865 1.78207  C4 1.108
6 H -1.64590 0.48837 -2.17778  C13 1.110
7 H 0.08366 -1.82891 1.10367  C18 1.093
8 H 1.51948 -0.16236 -1.61373  C10 1.116
9 H 2.00789 -1.17608 2.25233  C4 1.109
10 C 0.49818 -0.49235 -1.91771  H2 1.208, H8 1.116, C13 1.560, H16 0.983
11 C -0.96026 1.34265 -0.48717  H1 1.125, H12 1.049, C13 1.558, H19 1.056
12 H -1.78187 0.89547 -0.01351  C11 1.049
13 C -0.60418 0.60662 -1.81375  H3 1.111, H6 1.110, C10 1.560, C11 1.558
14 H -0.49819 -0.29606 1.02304  C18 1.070
15 H 1.01885 -0.27327 3.39366  C4 1.121
16 H 0.15128 -1.34645 -1.57580  C10 0.983
17 H -0.85301 -1.23842 2.57161  C18 1.121
18 C -0.12602 -0.97896 1.75807  C4 1.459, H7 1.093, H14 1.070, H17 1.121
19 H -0.17802 1.28343 0.22020  C11 1.056

These are the natural (NBO) partial charges, in e, on atoms 1 to 8: 0.22 0.21 0.19 -0.61 0.20 0.21 0.20 0.22

No. 3
DFT (the ωB97M-V functional and the def2-TZVPD basis) results for 2 unconnected molecules or ions with the total composition C5H14.

Calculated values
SMILES string: CCC.CC
Largest force on an atom, eV/A: 1.606
Multiplicity: 1
E_LUMO, Eh: 0.04284
HOMO-LUMO gap, eV: 12.4577
Total energy, eV: -5411.8155
HOMO level, eV: -11.292
Relative energy (zero: lowest compared OMol25 entry of this formula, charge and spin), kJ/mol: 22.6

Last columns: bonded neighbours and bond lengths (Å).
Positions of all 19 atoms, in Å:
1 C 2.01993 -0.63974 -0.49838  C2 1.535, H12 1.092, H15 1.090, H17 1.091
2 C 1.91095 0.70439 0.23531  C1 1.535, H5 1.092, H18 1.087, C19 1.549
3 H -2.62170 -2.27637 0.17190  C16 1.089
4 H -0.14917 1.19966 0.09421  C19 1.089
5 H 1.74052 0.51189 1.29710  C2 1.092
6 H -2.20507 0.72477 0.52412  C13 1.088
7 H -1.77087 -0.09654 -1.00300  C13 1.092
8 H -1.09439 -1.75112 0.76408  C16 1.094
9 H -2.51722 -1.42078 1.69914  C16 1.091
10 H 0.79481 1.54621 -1.37727  C19 1.089
11 H -3.37922 -0.03442 -0.48468  C13 1.096
12 H 2.56294 -0.59400 -1.44458  C1 1.092
13 C -2.36466 -0.15977 -0.08917  H6 1.088, H7 1.092, H11 1.096, C16 1.508
14 H 0.92348 2.62251 0.10011  C19 1.085
15 H 1.02680 -1.04177 -0.69688  C1 1.090
16 C -2.13935 -1.44030 0.67569  H3 1.089, H8 1.094, H9 1.091, C13 1.508
17 H 2.61103 -1.32130 0.11493  C1 1.091
18 H 2.86137 1.22741 0.16510  C2 1.087
19 C 0.77859 1.62073 -0.29139  C2 1.549, H4 1.089, H10 1.089, H14 1.085

These are the natural (NBO) partial charges, in e, on atoms 1 to 8: -0.61 -0.39 0.20 0.21 0.19 0.20 0.21 0.20

No. 4
DFT (the ωB97M-V functional and the def2-TZVPD basis) results for 2 unconnected molecules or ions with the total composition C5H14.

Calculated values
SMILES string: CCC.CC
Largest force on an atom, eV/A: 1.748
Multiplicity: 1
E_LUMO, Eh: 0.04205
HOMO-LUMO gap, eV: 12.4205
Total energy, eV: -5411.5366
HOMO level, eV: -11.276
Relative energy (zero: lowest compared OMol25 entry of this formula, charge and spin), kJ/mol: 49.5

Last columns: bonded neighbours and bond lengths (Å).
Positions of all 19 atoms, in Å:
1 H -0.78977 0.09003 0.24626  C7 1.086
2 H -2.40903 1.61165 -1.79094  C9 1.100
3 H -1.70063 1.35834 -3.42523  C9 1.087
4 H 2.65610 0.82259 2.47658  C12 1.093
5 H 0.22622 -0.81690 2.54733  C16 1.091
6 H -0.09431 1.29972 -1.50539  C10 1.089
7 C -0.84503 -0.53770 -0.63855  H1 1.086, C10 1.548, H11 1.091, H14 1.084
8 H 1.52623 -1.89674 2.54484  C16 1.095
9 C -1.92379 0.89339 -2.46859  H2 1.100, H3 1.087, C10 1.540, H13 1.093
10 C -0.60393 0.39975 -1.84652  H6 1.089, C7 1.548, C9 1.540, H17 1.088
11 H -0.00330 -1.22978 -0.58197  C7 1.091
12 C 2.03080 0.13030 1.90695  H4 1.093, C16 1.546, H18 1.086, H19 1.089
13 H -2.72592 0.15523 -2.54688  C9 1.093
14 H -1.79666 -1.03274 -0.79697  C7 1.084
15 H 1.44685 -0.78353 3.88859  C16 1.084
16 C 1.28106 -0.86553 2.82069  H5 1.091, H8 1.095, C12 1.546, H15 1.084
17 H -0.04755 -0.02460 -2.67910  C10 1.088
18 H 2.69318 -0.32501 1.17696  C12 1.086
19 H 1.28485 0.77324 1.44325  C12 1.089

These are the natural (NBO) partial charges, in e, on atoms 1 to 8: 0.20 0.20 0.21 0.21 0.21 0.19 -0.61 0.20

No. 5
DFT (the ωB97M-V functional and the def2-TZVPD basis) results for 2 unconnected molecules or ions with the total composition C5H14.

Calculated values
SMILES string: CCC.CC
Largest force on an atom, eV/A: 3.008
Multiplicity: 1
E_LUMO, Eh: 0.04308
HOMO-LUMO gap, eV: 12.5148
Total energy, eV: -5411.2773
HOMO level, eV: -11.343
Relative energy (zero: lowest compared OMol25 entry of this formula, charge and spin), kJ/mol: 74.5

Last columns: bonded neighbours and bond lengths (Å).
Positions of all 19 atoms, in Å:
1 H 2.73455 -1.12789 1.33824  C18 1.097
2 H -1.79428 2.00658 -1.97383  C12 1.096
3 C -1.16201 -0.07728 0.11286  C6 1.543, H9 1.104, H17 1.090, H19 1.087
4 H -0.74784 3.12480 -1.19089  C12 1.094
5 H -2.43913 1.59902 0.30160  C6 1.093
6 C -1.37314 1.45154 0.11148  C3 1.543, H5 1.093, C12 1.530, H15 1.091
7 H -0.09667 1.57780 -1.66855  C12 1.096
8 H 2.73844 -1.18848 -0.39861  C18 1.083
9 H -1.89052 -0.62242 0.73835  C3 1.104
10 H 1.18323 -2.50436 1.64142  C14 1.091
11 H 1.74415 -3.05470 0.04533  C14 1.088
12 C -0.98354 2.05783 -1.23861  H2 1.096, H4 1.094, C6 1.530, H7 1.096
13 H 0.22797 -2.15462 0.17230  C14 1.082
14 C 1.22521 -2.26110 0.57919  H10 1.091, H11 1.088, H13 1.082, C18 1.583
15 H -0.73438 1.88801 0.88146  C6 1.091
16 H 1.56420 -0.02478 0.48862  C18 1.080
17 H -1.29733 -0.54828 -0.86093  C3 1.090
18 C 2.11045 -0.95527 0.45244  H1 1.097, H8 1.083, C14 1.583, H16 1.080
19 H -0.19637 -0.31832 0.54920  C3 1.087

These are the natural (NBO) partial charges, in e, on atoms 1 to 8: 0.21 0.20 -0.62 0.21 0.20 -0.41 0.20 0.21